Here is a structure of composition C29H34ClI2N2O5PSbV in a non-equilibrium geometry from OMol25. Energies are from ωB97M-V/def2-TZVPD.

The geometry in XYZ format:
```
76
C29H34ClI2N2O5PSbV ωB97M-V/def2-TZVPD
C 0.520 1.928 4.373
H 1.781 0.605 -5.669
C -4.246 -1.344 2.239
N 1.849 1.699 4.109
H 3.135 1.096 -1.928
H -1.605 1.306 -6.950
H -1.480 3.271 -5.171
C 1.992 -2.015 5.924
H -0.124 2.119 -1.040
N 0.745 0.669 2.524
H -2.310 2.833 -3.663
C 0.565 -2.263 3.549
C 1.944 -2.491 3.568
C -3.953 -3.565 3.114
C -2.886 -1.292 1.995
C -0.054 -3.973 -0.185
C 2.848 0.766 -0.928
H -0.622 3.381 -3.620
I -1.934 3.687 1.152
V 0.267 -0.284 0.721
C 1.116 1.443 -5.464
H 3.719 -2.562 4.768
C 0.699 1.507 -1.404
H 3.844 1.356 2.103
H 0.108 -1.528 6.823
C 0.474 -6.313 -0.043
H 2.549 -1.903 6.846
Cl -2.242 0.152 1.235
O 1.917 -1.128 0.196
H -0.323 -3.100 -0.770
C -2.595 -3.493 2.855
H 3.682 0.887 -0.244
C 0.292 0.046 -1.531
C -4.777 -2.490 2.805
H 0.924 -7.061 1.918
H 2.627 2.033 4.652
C 0.647 -6.195 1.330
H 3.161 -2.367 -1.499
O 1.278 -0.751 -1.983
H -0.011 -5.299 -1.869
H 0.178 2.520 5.203
C 0.112 -3.853 1.194
H -4.878 -0.504 1.979
H -2.872 0.461 -6.025
C -0.092 -1.916 4.724
O -0.785 -0.411 -1.079
I -1.931 6.342 1.065
H 3.166 -0.247 1.732
C 0.124 -5.203 -0.800
H -4.372 -4.463 3.548
C -2.033 -2.346 2.296
Sb -0.674 0.777 -4.461
C 2.423 -0.697 -0.972
H 1.077 1.893 -2.354
C 0.465 -4.968 1.951
H 0.833 1.921 -6.402
H -1.217 1.229 3.278
C -0.153 1.289 3.396
H 0.600 -4.880 3.022
O 1.747 1.535 -0.425
P -0.246 -2.227 1.922
H 1.641 2.168 -4.841
C -1.356 2.811 -4.191
H -5.840 -2.545 2.994
C 3.289 0.506 2.504
C 2.652 -2.375 4.753
C 1.959 0.947 3.002
H 3.867 0.077 3.323
C -1.809 0.485 -6.262
O 3.433 -1.439 -1.493
H -1.161 -1.741 4.717
H -1.528 -0.460 -6.726
H -1.953 -4.336 3.080
C 0.623 -1.795 5.909
H 2.454 -2.754 2.647
H 0.618 -7.272 -0.524
```

Its HOMO energy (spin up / spin down) is -10.34 / -9.89 eV. Its spin multiplicity is 2. For the energy above the lowest of the compared OMol25 structures with the same formula, charge and spin, the calculation gives 0.5869 eV. For the largest force on an atom, the calculation gives 1.5 eV/A. Its HOMO-LUMO gap (spin up / spin down) is 6.54 / 6.07 eV. As for the molecular weight: 983.539 Da. Its LUMO energy (spin up / spin down) is -3.8 / -3.8 eV. The charge is +1.